Entry 1:
CH6NO | ωB97M-V/def2-TZVPD

Last column: natural (NBO) charge in e.
Cartesian coordinates (Å):
O: 0.878 1.759 0.950  -1.36
H: 0.434 2.544 0.613  0.39
C: -0.047 -1.295 -0.907  -0.41
N: -0.862 -0.585 0.040  -0.91
H: -0.413 -2.281 -1.295  0.15
H: 0.834 -1.742 -0.395  0.18
H: 0.429 -0.693 -1.707  0.16
H: -0.234 0.030 0.612  0.46
H: -1.725 -0.278 -0.371  0.34

Results
Total charge   -1
Energy relative to the best compared isomer or geometry (same formula, charge and spin)   10.47 kcal/mol

---

Entry 2:
CH2NO2S2 | ωB97M-V/def2-TZVPD

Last column: natural (NBO) charge in e.
Cartesian coordinates (Å):
C: 1.575 0.662 -0.110  0.13
N: 1.056 -0.495 -0.114  -0.77
O: -1.666 -0.738 -0.234  -1.06
O: -3.546 0.865 -0.095  -0.99
S: 3.155 1.193 0.153  -0.25
S: -2.324 0.415 0.518  1.12
H: 1.624 -1.405 -0.038  0.37
H: 0.126 -0.495 -0.080  0.44

Results
Total charge   -1
Energy relative to the best compared isomer or geometry (same formula, charge and spin)   39.88 kcal/mol

---

Entry 3:
C38H39LuN2OP3 | ωB97M-V/def2-TZVPD

Last column: Löwdin charge in e.
Cartesian coordinates (Å):
C: -2.423 1.506 -3.391  -0.04
C: -1.984 0.196 -3.258  -0.20
C: -0.631 -0.110 -3.619  -0.17
C: 0.352 0.943 -3.549  -0.14
C: -0.127 2.279 -3.565  -0.03
C: -1.489 2.552 -3.554  -0.07
C: 1.674 0.527 -3.333  0.07
C: 2.026 -0.833 -3.294  -0.14
C: 0.944 -1.789 -3.429  -0.17
C: 1.104 -3.114 -2.906  -0.21
C: 2.387 -3.581 -2.651  -0.06
C: 3.491 -2.705 -2.692  -0.07
C: 3.311 -1.353 -2.971  -0.03
H: -3.495 1.724 -3.340  0.12
H: 0.593 3.102 -3.619  0.12
H: -1.852 3.582 -3.624  0.11
H: 2.437 1.275 -3.128  0.13
H: 2.530 -4.634 -2.396  0.12
H: 4.485 -3.097 -2.453  0.11
H: 4.166 -0.676 -2.955  0.11
N: -0.266 -1.384 -3.845  0.17
Lu: -1.003 -1.771 1.120  0.89
C: -2.834 -0.900 -2.660  -0.27
H: -2.451 -1.865 -3.011  0.06
H: -3.874 -0.774 -2.983  0.10
C: -0.148 -3.896 -2.558  -0.29
H: -0.976 -3.526 -3.176  0.07
H: 0.004 -4.965 -2.739  0.10
P: -2.834 -1.003 -0.779  0.75
P: -0.705 -3.725 -0.800  0.74
C: 0.740 -4.394 0.125  -0.30
H: 0.700 -4.145 1.201  0.01
H: 0.713 -5.483 0.008  0.04
H: 1.677 -4.010 -0.297  0.03
C: -1.897 -5.111 -0.654  -0.26
H: -1.338 -6.047 -0.511  0.05
H: -2.562 -4.949 0.207  0.03
H: -2.500 -5.172 -1.570  0.05
C: -3.247 0.730 -0.323  -0.30
H: -4.088 1.094 -0.931  0.05
H: -3.515 0.796 0.741  0.04
H: -2.384 1.391 -0.492  0.03
C: -4.456 -1.854 -0.645  -0.28
H: -4.688 -2.065 0.405  0.01
H: -5.238 -1.218 -1.083  0.05
H: -4.409 -2.804 -1.192  0.05
C: -2.911 -2.722 2.092  -0.32
O: -3.845 -3.267 2.512  -0.02
H: -0.758 0.195 1.040  -0.09
N: 0.077 -0.094 1.620  -0.36
P: 0.811 1.292 2.091  0.91
C: -0.375 2.595 1.721  -0.31
C: -0.246 3.399 0.571  -0.07
C: -1.278 4.273 0.228  -0.07
C: -2.439 4.328 1.009  -0.06
C: -2.574 3.509 2.136  -0.07
C: -1.533 2.670 2.517  -0.08
C: 2.352 1.674 1.251  -0.29
C: 3.094 0.675 0.595  -0.07
C: 4.333 0.993 0.035  -0.07
C: 4.822 2.304 0.106  -0.06
C: 4.084 3.303 0.750  -0.06
C: 2.857 2.985 1.334  -0.09
C: 1.136 1.251 3.858  -0.29
C: 1.328 0.030 4.529  -0.08
C: 1.595 0.032 5.897  -0.07
C: 1.705 1.239 6.598  -0.06
C: 1.550 2.458 5.925  -0.06
C: 1.258 2.466 4.557  -0.08
H: 0.672 3.382 -0.025  0.11
H: -1.169 4.919 -0.643  0.11
H: -3.245 5.010 0.735  0.11
H: -3.489 3.536 2.730  0.12
H: -1.606 2.092 3.447  0.12
H: 2.695 -0.343 0.537  0.09
H: 4.923 0.214 -0.450  0.11
H: 5.787 2.550 -0.341  0.11
H: 4.458 4.325 0.808  0.11
H: 2.293 3.763 1.857  0.11
H: 1.268 -0.910 3.976  0.09
H: 1.734 -0.919 6.416  0.11
H: 1.918 1.234 7.668  0.11
H: 1.662 3.406 6.455  0.11
H: 1.136 3.413 4.028  0.11

Results
Electronic energy   -3915.518591 Ha
Total charge   +1

---

Entry 4:
C2H4N4 | ωB97M-V/def2-TZVPD

Last column: natural (NBO) charge in e.
Cartesian coordinates (Å):
N: -1.104 -1.418 -0.850  -0.82
C: -0.392 -0.705 0.076  0.13
C: 0.236 -0.418 1.107  -0.30
N: 1.167 1.448 0.592  -0.47
N: 0.475 1.652 -0.449  0.15
N: -0.270 1.051 -1.100  -0.08
H: -0.849 -2.397 -0.886  0.38
H: -1.041 -0.988 -1.764  0.39
H: 0.656 -0.499 2.088  0.24
H: 1.123 2.275 1.187  0.37

Results
Total charge   0
Energy relative to the best compared isomer or geometry (same formula, charge and spin)   117.95 kcal/mol